The following is a DFT calculation (ωB97M-V/def2-TZVPD) of a 2-piece molecular cluster, BrH2NOS2 overall in a non-equilibrium geometry.

Output
Total energy ... -95280.9043 eV
LUMO ... -1.848 eV
ΔE to the lowest compared entry with this formula, charge and spin ... 0.030 eV
Gap between HOMO and LUMO ... 8.720 eV
Structure (SMILES) ... N=S(=O)=S.Br

```
! wB97M-V def2-TZVPD RIJCOSX def2/J DEFGRID3
* xyz 0 1
N 2.1932 -0.5940 0.7795
S 1.6961 0.5740 -0.0654
O 0.3165 0.5940 -0.4780
S 2.6990 2.1883 -0.0544
H 1.4446 -1.2785 0.7431
Br -2.7107 1.1613 -0.0360
H -1.3665 1.2392 -0.4208
*
```